Entry from OMol25: 7 unconnected molecules or ions with the total composition CH14O8 (ωB97M-V/def2-TZVPD).

Properties
Total energy, eV: -17642.6782
SMILES: O=CO.O.O.O.O.O.O
Kohn-Sham gap, eV: 11.08
Relative energy (zero: lowest compared OMol25 entry of this formula, charge and spin), eV: 0.802

Atoms and positions in Å:
O: 0.109 -2.997 -1.336
C: 0.690 -2.138 -0.675
O: 0.300 -0.891 -0.496
H: 1.686 -2.242 -0.232
H: -0.628 -0.626 -0.577
O: 0.697 2.441 0.041
H: 0.652 3.160 -0.621
H: 1.236 2.474 0.723
O: 2.031 0.827 1.973
H: 2.220 0.958 2.971
H: 1.559 -0.034 1.856
O: -1.915 0.305 -1.442
H: -2.075 -0.435 -1.957
H: -1.245 0.708 -1.836
O: -1.348 2.038 1.529
H: -0.891 1.927 0.741
H: -1.299 2.969 1.685
O: -0.676 -1.293 -3.517
H: 0.026 -1.790 -3.680
H: -1.399 -1.652 -3.107
O: 0.480 -1.186 2.651
H: -0.146 -0.769 2.041
H: -0.064 -1.753 3.263